{
  "formula": "C19H22O5S",
  "method": "ωB97M-V with the def2-TZVPD basis set",
  "species": ["C", "C", "H", "H", "O", "C", "C", "C", "C", "C", "O", "H", "H", "H", "H", "H", "H", "H", "H", "C", "C", "C", "O", "C", "O", "O", "H", "H", "C", "C", "S", "C", "C", "C", "C", "C", "C", "H", "H", "H", "H", "H", "H", "H", "H", "H", "H"],
  "coordinates": [[3.33, 4.10, -1.60], [2.58, 3.95, -0.28], [2.16, 4.92, 0.02], [3.25, 3.60, 0.50], [1.45, 3.10, -0.38], [1.72, 1.74, -0.35], [0.41, 0.97, -0.60], [-0.20, 1.38, -1.94], [-1.73, 1.35, -1.92], [-2.30, 1.51, -3.33], [-1.92, 0.39, -4.10], [-2.31, 0.46, -4.98], [-1.91, 2.43, -3.78], [-3.39, 1.59, -3.28], [-2.09, 0.40, -1.53], [-2.11, 2.15, -1.29], [0.15, 0.70, -2.72], [0.12, 2.39, -2.19], [-0.27, 1.26, 0.21], [0.71, -0.53, -0.51], [1.56, -0.82, 0.69], [2.24, 0.14, 1.31], [2.29, 1.44, 0.92], [3.07, -0.11, 2.52], [3.80, 0.69, 3.04], [2.92, -1.35, 3.00], [3.48, -1.47, 3.78], [1.59, -1.83, 1.06], [-0.54, -1.36, -0.49], [-0.96, -2.11, -1.54], [-2.46, -2.93, -1.27], [-2.56, -2.26, 0.34], [-3.56, -2.48, 1.26], [-3.47, -1.86, 2.49], [-2.38, -1.04, 2.79], [-1.38, -0.83, 1.87], [-1.45, -1.43, 0.62], [-0.53, -0.20, 2.12], [-2.32, -0.57, 3.77], [-4.24, -2.01, 3.23], [-4.40, -3.12, 1.02], [-0.49, -2.22, -2.49], [1.27, -0.82, -1.41], [2.46, 1.46, -1.12], [4.11, 4.85, -1.49], [3.80, 3.17, -1.90], [2.65, 4.41, -2.39]],
  "total_charge": 0,
  "e_lumo_ev": 0.7,
  "relative_energy_kcal_mol": 1.73,
  "multiplicity": 1,
  "e_homo_ha": -0.3011,
  "e_tot_ev": -41132.91430
}

=====

{
  "formula": "C19H22O6",
  "method": "ωB97M-V with the def2-TZVPD basis set",
  "species": ["C", "H", "H", "H", "O", "C", "O", "C", "C", "O", "C", "H", "H", "C", "C", "H", "H", "H", "O", "H", "C", "C", "O", "O", "C", "H", "H", "H", "H", "C", "C", "C", "C", "C", "C", "C", "C", "C", "H", "H", "H", "H", "H", "H", "H", "H", "H"],
  "coordinates": [[1.24, -1.58, 3.98], [1.43, -0.53, 4.23], [2.16, -2.15, 4.01], [0.51, -1.98, 4.69], [0.75, -1.68, 2.65], [-0.38, -1.00, 2.40], [-0.96, -0.33, 3.21], [-0.80, -1.18, 0.95], [-1.04, -2.67, 0.71], [-2.00, -3.25, 1.13], [0.07, -3.33, -0.06], [-0.15, -4.40, -0.17], [0.99, -3.21, 0.52], [0.28, -2.70, -1.46], [-0.64, -3.37, -2.48], [-0.37, -4.42, -2.58], [-0.54, -2.89, -3.45], [-1.67, -3.31, -2.15], [1.64, -2.86, -1.84], [1.82, -3.80, -1.97], [0.08, -1.16, -1.42], [-1.26, -0.71, -1.97], [-2.34, -0.99, -1.52], [-1.09, 0.07, -3.03], [-2.27, 0.59, -3.63], [-2.83, 1.19, -2.92], [-1.94, 1.20, -4.47], [-2.91, -0.23, -3.98], [0.85, -0.73, -2.06], [0.27, -0.61, 0.01], [0.21, 0.89, 0.01], [1.24, 1.67, 0.31], [1.26, 3.12, 0.35], [2.38, 3.77, 0.85], [2.45, 5.15, 0.91], [1.38, 5.91, 0.47], [0.26, 5.28, -0.04], [0.19, 3.91, -0.10], [-0.69, 3.43, -0.51], [-0.58, 5.87, -0.40], [1.43, 6.99, 0.51], [3.33, 5.63, 1.31], [3.22, 3.18, 1.20], [2.18, 1.20, 0.58], [-0.76, 1.31, -0.23], [1.26, -0.93, 0.35], [-1.76, -0.66, 0.82]],
  "total_charge": 0,
  "e_lumo_ev": 0.6,
  "relative_energy_kcal_mol": 0.00,
  "multiplicity": 1,
  "e_homo_ha": -0.3162,
  "e_tot_ev": -32345.19161
}

=====

{
  "formula": "C19H23AsBrF6N2O5S2Tl",
  "method": "ωB97M-V with the def2-TZVPD basis set",
  "species": ["Tl", "F", "C", "F", "F", "S", "O", "O", "N", "S", "O", "O", "C", "F", "F", "F", "C", "As", "C", "C", "C", "C", "C", "C", "C", "C", "H", "H", "H", "H", "H", "H", "H", "H", "H", "H", "H", "H", "H", "Br", "C", "C", "C", "C", "N", "C", "H", "H", "H", "H", "C", "O", "C", "C", "H", "H", "H", "H", "H", "H"],
  "coordinates": [[-1.24, 0.65, 0.22], [0.79, 1.67, 5.08], [0.02, 0.58, 5.11], [0.66, -0.35, 5.85], [-1.10, 0.89, 5.79], [-0.38, -0.12, 3.39], [0.98, -0.20, 2.83], [-1.17, 1.02, 2.84], [-4.91, -1.04, 1.34], [-4.09, -1.69, 0.33], [-4.60, -2.27, -0.92], [-2.73, -1.04, -0.02], [-3.31, -3.24, 1.04], [-2.51, -2.98, 2.09], [-4.25, -4.11, 1.49], [-2.55, -3.94, 0.15], [5.45, -1.19, 0.81], [3.80, -0.53, 1.68], [2.65, -1.98, 1.03], [3.29, 0.85, 0.33], [3.68, 0.56, -1.07], [4.89, 1.04, -1.59], [5.29, 0.72, -2.88], [4.50, -0.09, -3.68], [3.29, -0.57, -3.17], [2.89, -0.25, -1.89], [5.28, -1.48, -0.23], [5.79, -2.07, 1.37], [6.24, -0.44, 0.85], [2.93, -2.28, 0.02], [1.62, -1.64, 1.06], [2.75, -2.83, 1.70], [3.72, 1.79, 0.68], [2.20, 0.93, 0.44], [5.51, 1.67, -0.97], [6.23, 1.11, -3.26], [4.81, -0.35, -4.68], [2.65, -1.19, -3.79], [1.93, -0.61, -1.53], [-6.11, 1.59, 3.76], [-5.18, 2.31, 2.28], [-5.63, 3.47, 1.70], [-4.93, 3.97, 0.61], [-3.81, 3.28, 0.19], [-3.38, 2.16, 0.76], [-4.05, 1.66, 1.80], [-6.52, 3.97, 2.08], [-5.23, 4.88, 0.11], [-3.23, 3.64, -0.65], [-3.76, 0.70, 2.22], [-0.09, 0.84, -3.85], [-1.02, -0.24, -3.69], [-0.62, -1.21, -2.89], [-1.73, -2.16, -2.72], [0.89, 0.45, -4.12], [-0.02, 1.40, -2.92], [-0.49, 1.48, -4.64], [-2.52, -2.09, -3.48], [-2.20, -1.90, -1.75], [-1.35, -3.18, -2.61]],
  "total_charge": -2,
  "e_lumo_ev": 4.1,
  "relative_energy_kcal_mol": 0.00,
  "multiplicity": 1,
  "e_homo_ha": -0.0466,
  "e_tot_ev": -206841.23381
}